Computed, not measured: a structure of composition C24H35N4O4PdS3Si, with the ωB97M-V functional and the def2-TZVPD basis.

Calculated values
HOMO energy (alpha / beta): -10.4 / -10.6 eV
Kohn-Sham gap (alpha / beta): 8.0017 / 5.7530 eV
⟨S²⟩: 6.07
ΔE to the lowest compared entry with this formula, charge and spin: 0.0 kJ/mol

```
! RIJCOSX wB97M-V def2-TZVPD def2/J DEFGRID3
* xyz 1 5
Pd 0.0876 -0.0546 -0.5382
O 2.6540 0.5323 3.4165
C 1.6430 0.4847 4.2997
C 1.9291 0.8150 5.6259
C 0.9307 0.7793 6.5725
C -0.3764 0.4180 6.2310
C -0.6658 0.0993 4.9274
C 0.3309 0.1272 3.9359
C 0.0211 -0.1629 2.5449
O 0.8869 -0.1639 1.6514
N -1.3151 -0.4475 2.2766
N -1.6430 -0.2927 1.0146
C -2.8759 -0.7304 0.7648
S -3.7558 -1.6325 1.9376
C -5.1218 -2.0118 0.8046
C -5.2895 -0.8239 -0.1172
S -3.6394 -0.3607 -0.7291
H 2.3052 0.2356 2.5519
H 2.9441 1.0884 5.8766
H 1.1658 1.0332 7.5980
H -1.1488 0.3908 6.9856
H -1.6692 -0.1807 4.6427
H -6.0158 -2.1932 1.3989
H -4.8701 -2.9154 0.2491
H -5.7276 0.0259 0.4073
H -5.9068 -1.0643 -0.9810
C 3.0570 -2.2106 -1.8201
C 3.2190 -0.7295 -1.7156
C 4.4508 -0.1113 -2.0626
C 4.5920 1.2581 -1.9650
C 3.5287 2.0218 -1.5029
C 2.3334 1.3647 -1.1487
N 2.2133 -0.0081 -1.2974
N 1.2284 1.8992 -0.6673
Si 0.9116 3.4761 0.1379
C 0.7472 4.7880 -1.1742
C 2.3323 3.7769 1.3115
C -0.6794 3.2073 1.0704
H 3.7143 -2.7059 -1.1029
H 3.3483 -2.5516 -2.8147
H 2.0246 -2.4896 -1.6185
H 5.2657 -0.7313 -2.4096
H 5.5238 1.7315 -2.2428
H 3.5968 3.0959 -1.4151
H 1.6267 4.8506 -1.8163
H 0.6110 5.7649 -0.7070
H -0.1181 4.5992 -1.8108
H 3.2917 3.9121 0.8125
H 2.4345 2.9624 2.0306
H 2.1324 4.6884 1.8803
H -1.2072 4.1518 1.2125
H -0.4941 2.7772 2.0563
H -1.3448 2.5343 0.5254
O -0.2679 -2.2896 -0.9879
S -1.4646 -3.0750 -1.4871
C -0.7562 -4.6401 -2.0867
C -1.2063 -4.8107 -3.5314
C -1.1267 -3.4172 -4.1474
C -1.8311 -2.4877 -3.1665
H -1.0314 -5.4498 -1.4146
H 0.3208 -4.4749 -2.0242
H -2.2354 -5.1760 -3.5698
H -0.5837 -5.5453 -4.0420
H -1.5974 -3.3776 -5.1294
H -0.0845 -3.1143 -4.2714
H -2.9153 -2.5117 -3.2888
H -1.5067 -1.4439 -3.1415
C -1.3852 1.5293 -2.5644
O -1.2590 0.2302 -2.0834
H -1.9785 1.5387 -3.4901
H -0.4180 1.9922 -2.8145
H -1.8900 2.2059 -1.8530
*
```

---

Computed, not measured: a structure of composition C7H11Cl in a non-equilibrium geometry, with the ωB97M-V functional and the def2-TZVPD basis.

Calculated values
HOMO energy: -8.6 eV
Kohn-Sham gap: 9.1983 eV
ΔE to the lowest compared entry with this formula, charge and spin: 435.2 kJ/mol

```
! RIJCOSX wB97M-V def2-TZVPD def2/J DEFGRID3
* xyz 0 1
C 1.3125 -0.7044 1.2947
C 1.7980 0.2053 0.0503
C 3.1500 0.0590 -0.5263
C 0.8834 1.0859 -0.3029
C -0.4618 1.3415 0.1590
C -1.5006 0.5133 -0.1356
C -2.9108 0.5698 0.2019
H 1.1913 -1.7106 0.8591
H 0.2249 -0.1983 1.4816
H 2.1699 -0.8432 1.9370
H 3.6075 0.5394 -1.4663
H 3.2292 -1.0421 -0.7356
H 3.7332 0.2047 0.3395
H 1.0469 1.9605 -0.9126
H -0.5497 2.3925 0.5703
H -3.3577 0.8615 -0.8223
H -3.1176 -0.7801 0.6232
H -3.0138 1.4922 1.1185
Cl -1.1052 -1.2528 -0.4376
*
```

---

Computed, not measured: a structure of composition C30H44Br2N2P2Pt in a non-equilibrium geometry, with the ωB97M-V functional and the def2-TZVPD basis.

Calculated values
HOMO energy (alpha / beta): -12.8 / -14.0 eV
Kohn-Sham gap (alpha / beta): 5.0219 / 5.1065 eV
⟨S²⟩: 2.04
ΔE to the lowest compared entry with this formula, charge and spin: 227.5 kJ/mol

```
! RIJCOSX wB97M-V def2-TZVPD def2/J DEFGRID3
* xyz 2 3
N 2.1370 -5.6698 -4.6959
C 1.6863 -5.9130 -3.4676
C 1.0497 -4.9409 -2.7003
C 0.9957 -3.6063 -3.1677
C 1.4575 -3.3742 -4.4632
C 2.0208 -4.4406 -5.2009
C 0.3208 -2.5246 -2.3687
Pt 0.2832 -0.4960 -2.4814
P -1.3207 1.6932 -1.5171
C -0.9192 -1.9000 -3.0442
C -2.1536 -1.6237 -2.2237
C -3.1538 -0.7155 -2.7212
C -4.1011 -0.2526 -1.8262
C -4.2880 -0.7222 -0.4019
C -3.4816 -2.0077 -0.2424
C -2.4237 -2.3403 -1.0384
Br -3.4150 0.2357 1.0349
H 0.2904 -2.7248 -1.2773
H -1.0376 -2.2319 -4.0983
H 0.5469 -5.2498 -1.7937
H 1.3375 -2.4057 -4.9302
H 1.7898 -6.9416 -3.0891
H 2.3600 -4.2664 -6.2268
H -3.1469 -0.5193 -3.8353
H -1.7410 -3.1998 -0.7377
H -4.8255 0.4666 -2.1792
H -3.6190 -2.5825 0.6859
P 2.4649 0.0678 -2.2885
C -2.8245 2.7364 -1.3080
C -4.0749 2.9266 -2.1207
H -2.9336 3.1895 -0.3036
H -5.3986 -0.7233 -0.2322
H -4.8969 2.3545 -1.6372
H -4.4348 3.9916 -2.0949
H -3.9968 2.6230 -3.1740
C -0.9290 2.1147 -3.3074
C -1.2213 3.4891 -3.8903
H -1.4851 1.3585 -3.8802
H 0.1288 1.8484 -3.4570
H -1.1190 3.4533 -4.9829
H -2.2342 3.8029 -3.6583
H -0.5455 4.2522 -3.5112
C -0.3417 3.0858 -0.4036
C -1.0050 4.2115 0.4255
H 0.4271 3.5426 -1.0524
H 0.1713 2.4356 0.3249
H -0.2094 4.8718 0.8171
H -1.6671 4.8555 -0.1733
H -1.5397 3.8283 1.3150
C 2.3752 0.6842 -0.5635
C 3.4480 1.6359 0.0058
H 2.3711 -0.2416 0.0363
H 1.3787 1.1561 -0.4534
H 4.4328 1.1514 0.1372
H 3.5696 2.5603 -0.5840
H 3.1040 1.9498 1.0075
C 2.7179 1.4610 -3.4584
C 3.6743 1.3115 -4.6463
H 3.0486 2.2772 -2.7976
H 1.7332 1.7566 -3.8442
H 4.7198 1.3849 -4.3310
H 3.5520 0.3686 -5.1926
H 3.5127 2.1313 -5.3627
C 4.0191 -0.8944 -2.3764
C 4.3805 -1.8724 -1.2626
H 4.8021 -0.1218 -2.4368
H 4.0483 -1.4024 -3.3511
H 5.3890 -2.2692 -1.4381
H 4.3911 -1.3922 -0.2786
H 3.7018 -2.7280 -1.2247
Br 2.5511 -2.4742 3.0343
C 0.6439 -2.4143 2.9709
C -0.1257 -2.5821 4.1257
C -1.5112 -2.4782 4.0217
C -2.0614 -2.2201 2.7616
N -1.3174 -2.1033 1.6773
C 0.0004 -2.1901 1.7371
H 0.3666 -2.7898 5.0793
H -2.2000 -2.5845 4.8591
H -3.1422 -2.0943 2.6585
H 0.5702 -2.0910 0.8200
*
```

---

Computed, not measured: a cluster of 13 separate species, C14H51O14 in total in a non-equilibrium geometry, with the ωB97M-V functional and the def2-TZVPD basis.

Calculated values
HOMO energy: -6.9 eV
Kohn-Sham gap: 9.4904 eV
ΔE to the lowest compared entry with this formula, charge and spin: 40.2 kJ/mol

```
! RIJCOSX wB97M-V def2-TZVPD def2/J DEFGRID3
* xyz -1 1
C -0.7042 -0.7592 0.6242
C 0.3867 0.1596 0.0384
O 0.1640 1.3170 -0.2723
O 1.5696 -0.2495 0.0121
H -1.0101 -0.4032 1.6080
H -0.4171 -1.8044 0.7386
H -1.5594 -0.7299 -0.0511
C 2.7215 2.9730 1.5168
O 1.4756 2.5672 2.0052
H 2.7089 3.0550 0.4299
H 3.0079 3.9028 2.0083
H 3.3783 2.1565 1.8166
H 0.9908 2.2473 1.2408
C 2.9934 -2.1359 2.4373
O 2.3105 -0.9476 2.5827
H 3.9392 -1.9895 1.9155
H 3.1815 -2.5975 3.4067
H 2.3594 -2.7913 1.8402
H 2.0081 -0.7144 1.7019
C -3.7506 -1.3812 3.2403
O -4.2935 -1.1754 1.9956
H -2.6871 -1.5739 3.0989
H -3.8873 -0.5311 3.9086
H -4.2395 -2.2651 3.6498
H -3.8460 -1.8412 1.4683
C 1.6519 -2.9186 -2.1489
O 2.9027 -3.5575 -2.0981
H 1.7762 -1.9751 -2.6804
H 0.9052 -3.5106 -2.6779
H 1.3321 -2.7834 -1.1157
H 3.5854 -2.9606 -1.7830
C -0.5313 0.3772 4.4909
O 0.0641 -0.8850 4.2296
H -1.5954 0.2418 4.2978
H -0.4786 0.7257 5.5224
H -0.1348 1.0530 3.7331
H 0.8699 -0.7893 3.7167
C -2.3473 2.8148 1.8418
O -1.5074 3.1521 2.9419
H -2.2139 1.7633 1.5877
H -3.4128 2.8680 2.0651
H -2.1515 3.4788 0.9999
H -0.6111 2.9627 2.6549
C 3.2218 2.1790 -2.5871
O 2.6462 0.8719 -2.4967
H 2.4619 2.9498 -2.4586
H 3.9478 2.2998 -1.7831
H 3.7227 2.2724 -3.5506
H 2.1522 0.8147 -1.6755
C -1.0448 -0.9661 -3.4560
O -2.3772 -1.5195 -3.5211
H -0.5215 -1.0455 -2.5031
H -0.4340 -1.3715 -4.2626
H -1.0470 0.0926 -3.7153
H -2.9531 -0.8640 -3.1207
C 5.1728 -0.3539 -1.2479
O 4.1775 -1.3136 -0.8458
H 6.1358 -0.8590 -1.1731
H 5.1689 0.0344 -2.2664
H 5.1762 0.4865 -0.5538
H 3.3723 -0.8547 -0.5955
C -3.4436 0.8178 -1.3274
O -4.1387 0.1593 -2.4113
H -3.8460 1.8210 -1.1870
H -3.4536 0.1407 -0.4732
H -2.3903 0.8804 -1.6006
H -5.0959 0.2112 -2.3594
C -2.9267 -3.2119 -0.5850
O -2.7674 -3.0783 0.8073
H -3.2823 -2.2717 -1.0064
H -2.0585 -3.5377 -1.1578
H -3.6603 -3.9814 -0.8258
H -1.9143 -3.4719 1.0047
C -0.7950 3.1380 -2.9759
O -1.3180 3.1438 -1.6442
H 0.0494 3.8270 -2.9972
H -0.4740 2.1096 -3.1417
H -1.5701 3.3977 -3.6969
H -0.7969 2.5080 -1.1484
*
```

---

Computed, not measured: an isolated molecule of S2 in a non-equilibrium geometry, with the ωB97M-V functional and the def2-TZVPD basis.

Calculated values
HOMO energy: -9.0 eV
Kohn-Sham gap: 5.6912 eV
ΔE to the lowest compared entry with this formula, charge and spin: 73.8 kJ/mol

```
! RIJCOSX wB97M-V def2-TZVPD def2/J DEFGRID3
* xyz 0 1
S -1.0627 0.0833 -0.0799
S 1.0627 -0.0833 0.0799
*
```

---

Number 1: calculated total energy -83462.5539 eV. Number 2: calculated total energy -19954.9190 eV. Number 3: calculated total energy -196692.4945 eV. Number 4: calculated total energy -44008.5757 eV. Number 5: calculated total energy -21668.2320 eV.